Version i
{
  "formula": "FNO3",
  "method": "ωB97M-V/def2-TZVPD",
  "mol_weight_g_mol": 81.002,
  "lumo_energy_ev": [-4.6, -4.6],
  "homo_energy_ev": [-12.7725, -12.7724],
  "orbital_gap_ev": [8.13, 8.13],
  "species": ["N", "O", "O", "O", "F"],
  "xyz": [[0.0231, -0.3574, -0.2863], [1.1328, -0.4376, -0.5906], [-0.9685, -1.0608, -0.6099], [-0.5843, 0.4005, 0.5314], [0.4790, 1.8173, 1.2192]]
}


Version ii
{
  "formula": "FNO3",
  "method": "ωB97M-V/def2-TZVPD",
  "mol_weight_g_mol": 81.002,
  "lumo_energy_ev": -0.7,
  "homo_energy_ev": -12.0289,
  "orbital_gap_ev": 11.34,
  "smiles": "O=[N+]([O-])OF",
  "species": ["N", "O", "O", "O", "F"],
  "xyz": [[0.2670, -0.4168, -0.1562], [0.9451, -0.3808, -1.0822], [0.2689, 0.7907, 0.5616], [-0.5700, -1.2534, 0.0177], [-0.9109, 1.2602, 0.6592]]
}


Energies relative to the minimum, kcal/mol: version i 25.6; version ii 0.0


Version i
{
  "formula": "C3H5FN2",
  "method": "ωB97M-V/def2-TZVPD",
  "mol_weight_g_mol": 88.085,
  "lumo_energy_ev": 0.7,
  "homo_energy_ev": -8.5729,
  "orbital_gap_ev": 9.32,
  "smiles": "[H]/N=C/N/C=C/F",
  "species": ["C", "C", "C", "H", "H", "H", "H", "H", "N", "N", "F"],
  "xyz": [[-0.0834, 1.6735, 0.0407], [-0.4654, 0.7313, 0.8860], [0.2255, -1.3371, -0.4268], [0.4302, 1.5696, -0.8820], [-0.9860, 0.9771, 1.8251], [-0.2833, -1.1665, 1.4939], [0.2224, -2.4415, -0.3094], [0.9027, -1.5034, -2.1899], [-0.2818, -0.6543, 0.6462], [0.6973, -0.7882, -1.4943], [-0.3782, 2.9395, 0.4105]]
}


Version ii
{
  "formula": "C3H5FN2",
  "method": "ωB97M-V/def2-TZVPD",
  "mol_weight_g_mol": 88.085,
  "lumo_energy_ev": 1.1,
  "homo_energy_ev": -8.5284,
  "orbital_gap_ev": 9.59,
  "species": ["C", "C", "C", "N", "N", "F", "H", "H", "H", "H", "H"],
  "xyz": [[-0.8924, -1.5122, -1.6438], [0.6518, 0.3999, 0.0370], [-0.1791, 1.1111, 0.7584], [-1.9441, -1.2631, -1.2489], [1.9839, -0.0547, 0.3825], [-1.3955, 1.5855, 0.4050], [2.3176, 0.1707, 1.3555], [0.2401, 0.0327, -0.9411], [0.1251, 1.6090, 1.7975], [-2.9625, -1.0948, -1.0938], [2.0552, -0.9840, 0.1918]]
}


Version iii
{
  "formula": "C3H5FN2",
  "method": "ωB97M-V/def2-TZVPD",
  "mol_weight_g_mol": 88.085,
  "lumo_energy_ev": 0.6,
  "homo_energy_ev": -9.2211,
  "orbital_gap_ev": 9.81,
  "smiles": "[H]/N=C(N)/C=C\\F",
  "species": ["C", "C", "C", "H", "H", "H", "H", "H", "N", "N", "F"],
  "xyz": [[0.8459, 0.0880, -0.0942], [-0.2868, -0.9277, -0.1302], [-1.6003, -0.7440, 0.1427], [3.0311, 0.3543, -0.4340], [2.4969, -1.2393, 0.7548], [1.4402, 1.8174, 0.2833], [-0.0191, -2.0002, -0.1814], [-2.2313, -1.5640, 0.2794], [2.1345, -0.4533, -0.0340], [0.5408, 1.3233, 0.1063], [-1.9108, 0.6715, -0.0798]]
}


Version iv
{
  "formula": "C3H5FN2",
  "method": "ωB97M-V/def2-TZVPD",
  "mol_weight_g_mol": 88.085,
  "lumo_energy_ev": 0.6,
  "homo_energy_ev": -8.3184,
  "orbital_gap_ev": 8.92,
  "smiles": "[H]/N=C/N/C=C/F",
  "species": ["C", "C", "C", "H", "H", "H", "H", "H", "N", "N", "F"],
  "xyz": [[-0.2074, 1.3618, 1.0800], [-0.7694, 0.1402, 0.8792], [0.4051, -0.8125, -1.0596], [0.6433, 1.7353, 0.5135], [-1.4860, -0.2309, 1.6240], [-1.0058, -1.6494, 0.0619], [0.3275, -1.8092, -1.6193], [1.8382, -0.2476, -2.1352], [-0.4728, -0.8049, -0.0343], [1.2967, 0.1129, -1.3442], [-0.5693, 2.2044, 2.0342]]
}


Energies relative to the minimum, kcal/mol: version i 0.0; version ii 42.1; version iii 56.6; version iv 4.8


Version i
{
  "formula": "BH18O7",
  "method": "ωB97M-V/def2-TZVPD",
  "mol_weight_g_mol": 140.949,
  "lumo_energy_ev": 2.8,
  "homo_energy_ev": -6.8569,
  "orbital_gap_ev": 9.64,
  "charge": -1,
  "species": ["B", "H", "H", "H", "H", "O", "H", "H", "O", "H", "H", "O", "H", "H", "O", "H", "H", "O", "H", "H", "O", "H", "H", "O", "H", "H"],
  "xyz": [[-0.4732, -0.6301, -0.2751], [0.0235, -0.6236, -1.3593], [-0.9531, -1.6855, -0.0048], [0.3980, -0.3201, 0.4711], [-1.3492, 0.1782, -0.2870], [0.2176, -3.4057, -1.5371], [-0.1034, -2.5702, -1.1465], [-0.5171, -3.7068, -2.0768], [-0.6129, 2.4800, -0.0869], [-0.9032, 1.5463, -0.1229], [0.2424, 2.4231, 0.3557], [1.0093, -1.2664, 2.6669], [0.9336, -0.4725, 3.2016], [0.6944, -0.9874, 1.7819], [-1.6250, 0.5969, -3.1184], [-1.9930, 1.3738, -2.6894], [-1.2031, 0.1149, -2.3888], [1.9555, 1.9818, 1.2770], [2.0499, 2.3823, 2.1450], [2.6229, 1.2901, 1.2420], [-2.4781, 1.0957, 2.6193], [-3.1691, 1.1387, 1.9545], [-1.6601, 1.2137, 2.1248], [2.4597, -1.0767, -1.5502], [2.8390, -0.3030, -1.9744], [1.5949, -0.7673, -1.2222]]
}


Version ii
{
  "formula": "BH18O7",
  "method": "ωB97M-V/def2-TZVPD",
  "mol_weight_g_mol": 140.949,
  "lumo_energy_ev": 2.9,
  "homo_energy_ev": -5.7027,
  "orbital_gap_ev": 8.56,
  "charge": -1,
  "species": ["B", "H", "H", "H", "H", "O", "H", "H", "O", "H", "H", "O", "H", "H", "O", "H", "H", "O", "H", "H", "O", "H", "H", "O", "H", "H"],
  "xyz": [[30.6995, 25.6908, 12.2532], [31.5712, 26.2326, 11.9206], [30.9155, 24.6446, 12.1013], [30.5028, 25.8662, 13.2995], [29.8643, 25.9266, 11.6120], [29.5715, 29.5225, 13.4696], [29.6107, 28.6041, 13.2026], [29.0860, 29.5120, 14.2945], [27.1646, 28.2739, 8.0973], [26.5144, 28.6485, 8.6916], [27.7060, 27.7154, 8.6553], [28.5342, 22.4755, 14.7071], [28.4871, 22.4606, 13.7512], [29.1881, 23.1460, 14.9048], [35.2687, 24.0551, 11.8721], [35.8244, 24.1778, 12.6418], [34.3929, 24.3059, 12.1660], [34.0233, 29.0039, 13.1310], [33.1278, 28.6858, 13.0165], [34.4766, 28.7381, 12.3309], [32.4708, 19.9660, 11.4101], [31.9155, 19.8104, 12.1741], [32.7410, 20.8806, 11.4922], [31.9258, 25.9235, 8.0478], [31.9240, 25.0317, 7.7000], [31.8022, 25.8136, 8.9906]]
}


Energies relative to the minimum, kcal/mol: version i 0.0; version ii 43.5


Version i
{
  "formula": "C25H29N3O3",
  "method": "ωB97M-V/def2-TZVPD",
  "mol_weight_g_mol": 419.525,
  "lumo_energy_ev": 0.4,
  "homo_energy_ev": -8.1901,
  "orbital_gap_ev": 8.61,
  "smiles": "CNC(=O)[C@H](Cc1ccccc1)NC(C)=O.Cc1cc(=O)c(-c2ccccc2)c(C)[nH]1",
  "species": ["O", "O", "O", "C", "C", "C", "C", "C", "C", "C", "C", "C", "C", "C", "C", "C", "C", "C", "C", "C", "C", "C", "N", "N", "N", "C", "C", "C", "C", "C", "C", "H", "H", "H", "H", "H", "H", "H", "H", "H", "H", "H", "H", "H", "H", "H", "H", "H", "H", "H", "H", "H", "H", "H", "H", "H", "H", "H", "H", "H"],
  "xyz": [[-1.9774, -1.3434, -0.5442], [-2.6961, 3.9052, 3.8228], [-0.5940, 5.1714, 0.3105], [-1.0965, -2.1682, -0.7597], [-1.5883, 4.0379, 3.3279], [0.3397, 4.5510, 0.8105], [0.2662, -1.6845, -0.8508], [-1.3670, -3.6070, -0.9341], [1.2977, -2.5620, -1.0511], [-0.2792, -4.4465, -1.1480], [-5.3755, -5.1275, -0.8835], [4.0977, 1.5553, -1.0677], [-4.4384, -5.6004, 0.0396], [-5.0093, -4.1415, -1.8044], [3.9025, 1.2594, 0.2928], [3.0163, 1.9910, -1.8536], [-3.1342, -5.0935, 0.0336], [-3.7048, -3.6359, -1.8066], [2.6255, 1.3951, 0.8652], [1.7404, 2.1358, -1.2794], [-2.7504, -4.1160, -0.8986], [1.5422, 1.8364, 0.0821], [1.0169, -3.9212, -1.1594], [1.6157, 4.9362, 0.6696], [-1.2042, 3.2597, 2.3171], [-0.6377, 5.0765, 3.8941], [2.7146, -2.0850, -1.1637], [-0.4026, -5.9230, -1.4326], [2.0568, 6.1197, -0.0685], [0.1799, 2.0224, 0.7236], [0.0899, 3.2656, 1.6231], [0.4357, -0.6198, -0.7625], [-6.3894, -5.5165, -0.8785], [5.0783, 1.4465, -1.5104], [-4.7238, -6.3568, 0.7643], [-5.7375, -3.7612, -2.5142], [4.7328, 0.9215, 0.8971], [3.1648, 2.2218, -2.8993], [-2.4141, -5.4576, 0.7591], [-3.4283, -2.8629, -2.5174], [2.4774, 1.1587, 1.9097], [0.9135, 2.4841, -1.8842], [1.7869, -4.5548, -1.3625], [2.3278, 4.3375, 1.0576], [-1.9120, 2.6280, 1.9759], [-0.4753, 5.8579, 3.1537], [0.3030, 4.6085, 4.1724], [-1.0962, 5.5167, 4.7784], [3.1444, -2.4039, -2.1171], [3.3161, -2.4957, -0.3482], [2.7622, -0.9944, -1.1140], [-1.4155, -6.2040, -1.7318], [-0.1285, -6.4973, -0.5431], [0.2672, -6.2010, -2.2510], [2.6566, 6.7608, 0.5789], [2.6556, 5.8153, -0.9283], [1.1972, 6.6920, -0.4257], [-0.5822, 2.0905, -0.0551], [-0.0412, 1.1341, 1.3181], [0.8779, 3.1886, 2.3717]]
}


Version ii
{
  "formula": "C25H29N3O3",
  "method": "ωB97M-V/def2-TZVPD",
  "mol_weight_g_mol": 419.525,
  "lumo_energy_ev": 0.1,
  "homo_energy_ev": -9.4547,
  "orbital_gap_ev": 9.51,
  "smiles": "O=C(O)CCCCCCCCc1cn(Cc2ccc(C(=O)c3ccccc3)cc2)nn1",
  "species": ["O", "C", "O", "H", "C", "C", "C", "C", "C", "C", "C", "H", "H", "C", "C", "C", "N", "N", "N", "C", "C", "C", "C", "C", "C", "C", "H", "H", "C", "O", "C", "C", "C", "C", "C", "C", "H", "H", "H", "H", "H", "H", "H", "H", "H", "H", "H", "H", "H", "H", "H", "H", "H", "H", "H", "H", "H", "H", "H", "H"],
  "xyz": [[1.8593, 0.3743, -1.7471], [3.0276, 0.2033, -2.0098], [3.9784, 1.0611, -1.6918], [3.6123, 1.8190, -1.1471], [3.5563, -1.0444, -2.6815], [3.6940, -2.1612, -1.6346], [4.8715, -1.9170, -0.6916], [4.9088, -2.8786, 0.4978], [3.8188, -2.6650, 1.5536], [3.8484, -1.2721, 2.2001], [2.8069, -0.3297, 1.5989], [2.8283, -0.4067, 0.5139], [1.8078, -0.6309, 1.9229], [3.0442, 1.1370, 1.9827], [2.1903, 2.0205, 1.1465], [0.8461, 2.3165, 1.2297], [0.6028, 3.1022, 0.1568], [1.7078, 3.2788, -0.5368], [2.6615, 2.6411, 0.0416], [-0.6531, 3.6431, -0.2794], [-1.6670, 2.5562, -0.5428], [-1.2838, 1.3677, -1.1558], [-2.2243, 0.3875, -1.4051], [-3.5552, 0.5667, -1.0338], [-3.9374, 1.7631, -0.4313], [-2.9977, 2.7471, -0.1905], [-3.3018, 3.6753, 0.2726], [-4.9718, 1.9313, -0.1695], [-4.5391, -0.5030, -1.3437], [-4.4257, -1.2073, -2.3261], [-5.6710, -0.6672, -0.3946], [-5.5209, -0.4522, 0.9737], [-6.5916, -0.6493, 1.8263], [-7.8186, -1.0524, 1.3238], [-7.9713, -1.2788, -0.0348], [-6.9001, -1.0984, -0.8888], [-6.9968, -1.2793, -1.9490], [-8.9247, -1.6017, -0.4257], [-8.6537, -1.1974, 1.9932], [-6.4698, -0.4889, 2.8876], [-4.5607, -0.1548, 1.3695], [-1.9369, -0.5342, -1.8872], [-0.2554, 1.2024, -1.4408], [-1.0340, 4.3436, 0.4722], [-0.4433, 4.1962, -1.2009], [0.0862, 2.0385, 1.9282], [2.8256, 1.2904, 3.0416], [4.0883, 1.3974, 1.7991], [4.8441, -0.8411, 2.0766], [3.6661, -1.3571, 3.2737], [2.8353, -2.8392, 1.1147], [3.9625, -3.4250, 2.3251], [5.8806, -2.7786, 0.9880], [4.8349, -3.9038, 0.1257], [5.7975, -2.0365, -1.2601], [4.8518, -0.8892, -0.3306], [3.8352, -3.1145, -2.1485], [2.7600, -2.2241, -1.0733], [2.8432, -1.3499, -3.4478], [4.5232, -0.8306, -3.1356]]
}


Energies relative to the minimum, kcal/mol: version i 0.0; version ii 15.5


Version i
{
  "formula": "BrH5N3OP",
  "method": "ωB97M-V/def2-TZVPD",
  "mol_weight_g_mol": 173.938,
  "lumo_energy_ev": [-3.4, -3.4],
  "homo_energy_ev": [-10.2254, -10.2258],
  "orbital_gap_ev": [6.81, 6.81],
  "species": ["N", "N", "N", "O", "P", "Br", "H", "H", "H", "H", "H"],
  "xyz": [[0.2954, 1.1057, 0.9970], [0.8913, -1.2199, -0.0032], [-1.1065, 0.3359, -1.0918], [-1.5468, -0.7498, 1.2181], [-0.4577, -0.2323, 0.3190], [0.6994, 0.8764, -2.8336], [0.5070, 0.9477, 2.0106], [-0.4329, 1.9048, 1.2033], [1.1661, -1.9993, 0.4381], [1.5547, -0.7336, -0.5017], [-1.5699, -0.2356, -1.7557]]
}


Version ii
{
  "formula": "BrH5N3OP",
  "method": "ωB97M-V/def2-TZVPD",
  "mol_weight_g_mol": 173.938,
  "lumo_energy_ev": [-1.2, -0.5],
  "homo_energy_ev": [-7.6424, -9.8019],
  "orbital_gap_ev": [6.46, 9.33],
  "species": ["N", "N", "N", "O", "P", "Br", "H", "H", "H", "H", "H"],
  "xyz": [[0.3254, -1.1269, -1.1629], [1.0690, 1.4748, -0.4639], [-1.2105, -0.1770, 2.1589], [-1.1331, 1.2216, -1.7036], [-0.2295, 0.4760, -0.7636], [-0.2321, -1.7352, 2.4778], [1.2414, -1.4706, -1.0527], [-0.2360, -1.8197, -1.6575], [0.7232, 2.3844, -0.3038], [1.7996, 1.1392, 0.1329], [-2.1174, -0.3665, 2.3384]]
}


Energies relative to the minimum, kcal/mol: version i 0.0; version ii 39.8